Version P
Computed, not measured: one molecule with the formula C18H20N2O2S, with ωB97M-V with the def2-TZVPD basis set.

Output
- Total charge: 0
- 2S+1: 1
- Orbital gap: 0.311 hartree
- SMILES: COc1cc(NC(=S)N2CCc3ccccc3C2)cc(OC)c1
- HOMO: -7.8577 eV

Each atom is followed by the atoms it is bonded to, with distances in Å.
Positions of all 43 atoms, in Å:
1 C 3.392 1.313 2.871  O2 1.407, H24 1.089, H25 1.095, H26 1.095
2 O 2.365 0.480 2.393  C1 1.407, C3 1.362
3 C 2.437 0.013 1.115  O2 1.362, C4 1.391, C23 1.390
4 C 1.412 -0.851 0.742  C3 1.391, C5 1.389, H27 1.077
5 C 1.381 -1.374 -0.544  C4 1.389, N6 1.396, C19 1.390
6 N 0.370 -2.242 -0.963  C5 1.396, C7 1.374, H28 1.012
7 C -0.822 -2.501 -0.330  N6 1.374, S8 1.657, N9 1.345
8 S -1.355 -4.067 -0.250  C7 1.657
9 N -1.545 -1.474 0.154  C7 1.345, C10 1.452, C18 1.454
10 C -2.743 -1.791 0.909  N9 1.452, C11 1.525, H29 1.095, H30 1.098
11 C -3.351 -0.535 1.525  C10 1.525, C12 1.497, H31 1.090, H32 1.094
12 C -3.654 0.424 0.417  C11 1.497, C13 1.384, C17 1.392
13 C -4.866 1.076 0.260  C12 1.384, C14 1.385, H33 1.080
14 C -5.064 1.915 -0.824  C13 1.385, C15 1.385, H34 1.080
15 C -4.058 2.092 -1.759  C14 1.385, C16 1.385, H35 1.080
16 C -2.848 1.435 -1.612  C15 1.385, C17 1.385, H36 1.080
17 C -2.643 0.604 -0.523  C12 1.392, C16 1.385, C18 1.502
18 C -1.340 -0.103 -0.283  N9 1.454, C17 1.502, H37 1.101, H38 1.092
19 C 2.393 -1.060 -1.443  C5 1.390, C20 1.390, H39 1.078
20 C 3.423 -0.207 -1.064  C19 1.390, O21 1.361, C23 1.392
21 O 4.363 0.034 -2.018  C20 1.361, C22 1.406
22 C 5.447 0.876 -1.708  O21 1.406, H40 1.095, H41 1.095, H42 1.089
23 C 3.443 0.344 0.215  C3 1.390, C20 1.392, H43 1.076
24 H 3.136 1.529 3.907  C1 1.089
25 H 3.444 2.252 2.310  C1 1.095
26 H 4.365 0.813 2.837  C1 1.095
27 H 0.679 -1.130 1.479  C4 1.077
28 H 0.680 -3.011 -1.543  N6 1.012
29 H -2.476 -2.519 1.682  C10 1.095
30 H -3.477 -2.270 0.248  C10 1.098
31 H -4.251 -0.799 2.080  C11 1.090
32 H -2.636 -0.087 2.222  C11 1.094
33 H -5.652 0.929 0.985  C13 1.080
34 H -6.008 2.426 -0.944  C14 1.080
35 H -4.217 2.740 -2.608  C15 1.080
36 H -2.063 1.569 -2.342  C16 1.080
37 H -0.775 0.450 0.484  C18 1.101
38 H -0.739 -0.109 -1.194  C18 1.092
39 H 2.399 -1.472 -2.438  C19 1.078
40 H 5.113 1.891 -1.466  C22 1.095
41 H 6.042 0.479 -0.880  C22 1.095
42 H 6.060 0.907 -2.607  C22 1.089
43 H 4.236 1.011 0.506  C23 1.076

Formally, the Mulliken partial charges of the atoms, in units of the elementary charge, are as follows: C -0.92; O -0.43; C 0.02; C -0.28; C 0.10; N -0.08; C 0.06; S -0.41; N 0.29; C -1.04; C -1.06; C 0.50; C -0.80; C -0.59; C -0.64; C -0.70; C 0.50; C -0.41; C -0.60; C 0.17; O -0.45; C -0.85; C -0.36; H 0.24; H 0.35; H 0.37; H 0.67; H 0.33; H 0.58; H 0.42; H 0.44; H 0.28; H 0.40; H 0.39; H 0.40; H 0.43; H 0.20; H 0.52; H 0.48; H 0.33; H 0.34; H 0.24; H 0.57

---

Version Q
Computed, not measured: one molecule with the formula C18H20N2O2S, with ωB97M-V with the def2-TZVPD basis set.

Output
- Total charge: 0
- 2S+1: 1
- Orbital gap: 0.311 hartree
- SMILES: Cc1nn(S(=O)(=O)/C=C/c2ccccc2)c2c1[C@H]1[C@@H](C2)C1(C)C
- HOMO: -8.7402 eV

Each atom is followed by the atoms it is bonded to, with distances in Å.
Positions of all 43 atoms, in Å:
1 C 2.595 2.865 0.033  C2 1.482, H24 1.104, H25 1.076, H26 1.100
2 C 2.164 1.460 0.220  C1 1.482, N3 1.320, C17 1.448
3 N 2.519 0.421 -0.513  C2 1.320, N4 1.404
4 N 1.835 -0.687 0.010  N3 1.404, S5 1.807, C16 1.402
5 S 1.747 -2.356 -0.680  N4 1.807, O6 1.463, O7 1.470, C8 1.823
6 O 2.860 -2.698 -1.565  S5 1.463
7 O 1.573 -3.353 0.386  S5 1.470
8 C 0.216 -2.286 -1.668  S5 1.823, C9 1.370, H27 1.071
9 C 0.083 -1.472 -2.762  C8 1.370, C10 1.500, H28 1.086
10 C -1.198 -1.270 -3.515  C9 1.500, C11 1.390, C15 1.391
11 C -1.368 -0.127 -4.287  C10 1.390, C12 1.403, H29 1.077
12 C -2.559 0.052 -5.006  C11 1.403, C13 1.400, H30 1.094
13 C -3.593 -0.889 -4.957  C12 1.400, C14 1.410, H31 1.049
14 C -3.430 -2.051 -4.174  C13 1.410, C15 1.397, H32 1.088
15 C -2.206 -2.229 -3.523  C10 1.391, C14 1.397, H33 1.105
16 C 1.069 -0.296 1.117  N4 1.402, C17 1.323, C20 1.501
17 C 1.285 1.000 1.275  C2 1.448, C16 1.323, C18 1.515
18 C 0.291 1.634 2.225  C17 1.515, C19 1.528, C21 1.528, H34 1.093
19 C -0.549 0.430 2.647  C18 1.528, C20 1.572, C21 1.528, H35 1.093
20 C 0.021 -0.891 2.012  C16 1.501, C19 1.572, H36 1.092, H37 1.078
21 C 0.278 1.186 3.685  C18 1.528, C19 1.528, C22 1.547, C23 1.534
22 C 1.427 0.429 4.392  C21 1.547, H38 1.114, H39 1.113, H40 1.093
23 C -0.480 2.192 4.562  C21 1.534, H41 1.089, H42 1.073, H43 1.098
24 H 1.823 3.431 -0.517  C1 1.104
25 H 2.739 3.317 1.000  C1 1.076
26 H 3.572 2.881 -0.470  C1 1.100
27 H -0.580 -2.893 -1.291  C8 1.071
28 H 0.903 -0.865 -3.134  C9 1.086
29 H -0.619 0.642 -4.384  C11 1.077
30 H -2.679 1.003 -5.534  C12 1.094
31 H -4.500 -0.693 -5.447  C13 1.049
32 H -4.173 -2.845 -4.154  C14 1.088
33 H -2.113 -3.162 -2.939  C15 1.105
34 H -0.204 2.565 1.935  C18 1.093
35 H -1.633 0.571 2.675  C19 1.093
36 H 0.436 -1.607 2.725  C20 1.092
37 H -0.725 -1.357 1.388  C20 1.078
38 H 2.090 1.109 4.974  C22 1.114
39 H 1.032 -0.312 5.122  C22 1.113
40 H 2.045 -0.166 3.715  C22 1.093
41 H 0.205 2.938 4.961  C23 1.089
42 H -1.269 2.687 4.029  C23 1.073
43 H -0.931 1.691 5.429  C23 1.098

Formally, the Mulliken partial charges of the atoms, in units of the elementary charge, are as follows: C -1.32; C 0.33; N -0.98; N 0.48; S 1.10; O -0.63; O -0.63; C -0.80; C -0.05; C 0.73; C -0.45; C -0.46; C -0.44; C -0.64; C -0.29; C -0.46; C 0.81; C -0.55; C -0.53; C -0.85; C 1.57; C -1.67; C -1.51; H 0.28; H 0.35; H 0.39; H 0.32; H 0.41; H 0.39; H 0.33; H 0.43; H 0.38; H 0.27; H 0.39; H 0.40; H 0.34; H 0.42; H 0.37; H 0.34; H 0.33; H 0.37; H 0.37; H 0.36

---

The structure with the least stability is version Q.

---

Version P
Computed, not measured: a 2-piece molecular cluster, C3H9OS overall, with ωB97M-V with the def2-TZVPD basis set.

Output
- Total charge: -1
- 2S+1: 1
- Orbital gap: 0.249 hartree
- HOMO: -2.6188 eV

Each atom is followed by the atoms it is bonded to, with distances in Å.
Positions of all 14 atoms, in Å:
1 C 0.753 0.829 0.986  C2 1.534, H5 1.094, H6 1.096, H7 1.080
2 C 0.578 0.696 -0.532  C1 1.534, C3 1.518, H8 1.091, H9 1.103
3 C -0.860 0.868 -0.986  C2 1.518, S4 1.852, H10 1.095, H11 1.098
4 S -1.860 -0.663 -0.693  C3 1.852
5 H 1.817 0.981 1.189  C1 1.094
6 H 0.363 1.814 1.263  C1 1.096
7 H 0.199 0.068 1.516  C1 1.080
8 H 0.947 -0.233 -0.970  C2 1.091
9 H 1.179 1.504 -0.982  C2 1.103
10 H -1.288 1.758 -0.511  C3 1.095
11 H -0.840 1.087 -2.062  C3 1.098
12 H 0.101 -2.764 1.244  O14 0.985
13 H -0.817 -2.649 0.036  O14 0.966
14 O -0.272 -3.296 0.504  H12 0.985, H13 0.966

Formally, the Mulliken partial charges of the atoms, in units of the elementary charge, are as follows: C -1.06; C -0.47; C -0.68; S -0.65; H 0.32; H 0.29; H 0.29; H 0.32; H 0.30; H 0.25; H 0.24; H 0.31; H 0.20; O -0.66

---

Version Q
Computed, not measured: a 2-piece molecular cluster, C3H9OS overall, with ωB97M-V with the def2-TZVPD basis set.

Output
- Total charge: -1
- 2S+1: 1
- Orbital gap: 0.244 hartree
- HOMO: -2.5001 eV

Each atom is followed by the atoms it is bonded to, with distances in Å.
Positions of all 14 atoms, in Å:
1 C 1.202 -0.263 3.098  S2 1.832, H3 1.092, H4 1.093, H5 1.087
2 S 1.026 0.121 1.315  C1 1.832
3 H 0.834 -1.274 3.286  C1 1.092
4 H 0.624 0.432 3.712  C1 1.093
5 H 2.242 -0.188 3.406  C1 1.087
6 C -0.272 0.182 -2.243  O7 1.397, C8 1.526, H9 1.080, H10 1.096
7 O 0.844 -0.524 -1.788  C6 1.397, H11 0.981
8 C -1.453 0.240 -1.278  C6 1.526, H12 1.086, H13 1.085, H14 1.091
9 H -0.601 -0.294 -3.155  C6 1.080
10 H -0.051 1.218 -2.527  C6 1.096
11 H 0.865 -0.470 -0.808  O7 0.981
12 H -1.405 -0.513 -0.498  C8 1.086
13 H -2.394 0.163 -1.814  C8 1.085
14 H -1.460 1.170 -0.708  C8 1.091

Formally, the Mulliken partial charges of the atoms, in units of the elementary charge, are as follows: C -0.77; S -0.55; H 0.19; H 0.19; H 0.21; C -0.12; O -0.50; C -1.10; H 0.27; H 0.17; H 0.07; H 0.32; H 0.32; H 0.31

---

The structure with the least stability is version Q.

---

Version P
Computed, not measured: a 2-piece molecular cluster, CH4NOS overall, with ωB97M-V with the def2-TZVPD basis set.

Output
- Total charge: -1
- 2S+1: 1
- Orbital gap: 0.244 hartree
- HOMO: -2.8347 eV

Each atom is followed by the atoms it is bonded to, with distances in Å.
Positions of all 8 atoms, in Å:
1 S 2.741 1.801 1.214  H2 1.314
2 H 3.158 0.652 1.698  S1 1.314
3 C -1.186 -0.601 -1.077  N4 1.367, O5 1.237, H6 1.189
4 N -0.773 -0.329 0.197  C3 1.367, H7 0.959, H8 1.009
5 O -2.325 -0.941 -1.423  C3 1.237
6 H -0.264 -0.519 -1.823  C3 1.189
7 H -1.406 -0.301 0.917  N4 0.959
8 H 0.056 0.237 0.296  N4 1.009

Formally, the Mulliken partial charges of the atoms, in units of the elementary charge, are as follows: S -0.89; H -0.06; C 0.17; N -0.28; O -0.59; H 0.24; H 0.20; H 0.21

---

Version Q
Computed, not measured: a 2-piece molecular cluster, CH4NOS overall, with ωB97M-V with the def2-TZVPD basis set.

Output
- Total charge: -1
- 2S+1: 1
- Orbital gap: 0.250 hartree
- HOMO: -2.8780 eV

Each atom is followed by the atoms it is bonded to, with distances in Å.
Positions of all 8 atoms, in Å:
1 S -3.146 0.640 0.273  H2 1.351
2 H -3.461 -0.656 0.064  S1 1.351
3 C 1.450 0.448 -0.307  N4 1.347, O5 1.218, H6 1.102
4 N 0.707 -0.506 0.287  C3 1.347, H7 1.008, H8 1.010
5 O 2.650 0.445 -0.512  C3 1.218
6 H 0.887 1.375 -0.501  C3 1.102
7 H 1.204 -1.355 0.505  N4 1.008
8 H -0.291 -0.390 0.191  N4 1.010

Formally, the Mulliken partial charges of the atoms, in units of the elementary charge, are as follows: S -0.88; H -0.06; C 0.08; N -0.29; O -0.60; H 0.32; H 0.22; H 0.21

---

The structure with the least stability is version P.

---

Version P
Computed, not measured: a 2-piece molecular cluster, C4H12O2S overall, with ωB97M-V with the def2-TZVPD basis set.

Output
- Total charge: 0
- 2S+1: 1
- Orbital gap: 0.362 hartree
- SMILES: OCCCCS.O
- HOMO: -9.0987 eV

Each atom is followed by the atoms it is bonded to, with distances in Å.
Positions of all 19 atoms, in Å:
1 O 0.700 -1.830 2.036  C2 1.435, H7 0.968
2 C 0.746 -1.151 0.774  O1 1.435, C3 1.524, H8 1.090, H9 1.083
3 C -0.596 -1.255 0.059  C2 1.524, C4 1.551, H10 1.078, H11 1.085
4 C -0.617 -0.367 -1.213  C3 1.551, C5 1.514, H12 1.091, H13 1.088
5 C -2.004 -0.197 -1.796  C4 1.514, S6 1.832, H14 1.082, H15 1.088
6 S -2.114 1.212 -2.961  C5 1.832, H16 1.335
7 H 1.110 -2.700 1.923  O1 0.968
8 H 0.977 -0.103 0.965  C2 1.090
9 H 1.569 -1.545 0.189  C2 1.083
10 H -1.322 -0.857 0.750  C3 1.078
11 H -0.741 -2.288 -0.235  C3 1.085
12 H 0.113 -0.813 -1.891  C4 1.091
13 H -0.201 0.604 -0.956  C4 1.088
14 H -2.345 -1.105 -2.276  C5 1.082
15 H -2.762 0.025 -1.049  C5 1.088
16 H -1.953 0.574 -4.122  S6 1.335
17 O 4.713 2.181 4.891  H18 0.964, H19 0.965
18 H 3.752 2.203 4.955  O17 0.964
19 H 4.930 1.582 5.616  O17 0.965

Formally, the Mulliken partial charges of the atoms, in units of the elementary charge, are as follows: O -0.53; C -0.71; C -0.31; C -0.55; C -0.76; S -0.23; H 0.31; H 0.33; H 0.37; H 0.31; H 0.25; H 0.30; H 0.41; H 0.37; H 0.33; H 0.11; O -0.64; H 0.32; H 0.32

---

Version Q
Computed, not measured: a 2-piece molecular cluster, C4H12O2S overall, with ωB97M-V with the def2-TZVPD basis set.

Output
- Total charge: 0
- 2S+1: 1
- Orbital gap: 0.357 hartree
- SMILES: OCCCCS.O
- HOMO: -9.2188 eV

Each atom is followed by the atoms it is bonded to, with distances in Å.
Positions of all 19 atoms, in Å:
1 O -0.203 2.482 2.757  C2 1.423, H7 0.963
2 C -0.371 1.766 1.539  O1 1.423, C3 1.541, H8 1.092, H9 1.101
3 C -0.126 0.245 1.508  C2 1.541, C4 1.541, H10 1.091, H11 1.082
4 C -0.845 -0.324 0.269  C3 1.541, C5 1.542, H12 1.096, H13 1.103
5 C -0.409 -1.792 0.078  C4 1.542, S6 1.852, H14 1.090, H15 1.089
6 S 1.361 -1.879 -0.461  C5 1.852, H16 1.290
7 H -0.475 3.390 2.585  O1 0.963
8 H 0.262 2.209 0.767  C2 1.092
9 H -1.421 1.895 1.232  C2 1.101
10 H 0.943 0.030 1.542  C3 1.091
11 H -0.626 -0.163 2.376  C3 1.082
12 H -1.898 -0.087 0.459  C4 1.096
13 H -0.560 0.154 -0.684  C4 1.103
14 H -0.899 -2.257 -0.778  C5 1.090
15 H -0.395 -2.247 1.067  C5 1.089
16 H 1.337 -0.795 -1.159  S6 1.290
17 O -0.659 0.903 -4.261  H18 0.955, H19 0.968
18 H -0.080 0.683 -4.988  O17 0.955
19 H -0.429 0.252 -3.584  O17 0.968

Formally, the Mulliken partial charges of the atoms, in units of the elementary charge, are as follows: O -0.53; C -0.61; C -0.39; C -0.59; C -0.66; S -0.20; H 0.32; H 0.28; H 0.29; H 0.38; H 0.32; H 0.39; H 0.18; H 0.37; H 0.37; H 0.07; O -0.63; H 0.32; H 0.31

---

The structure with the least stability is version Q.